1.
Formula: C7H6O3
Source: the OMol25 dataset
Level of theory: the ωB97M-V functional and the def2-TZVPD basis

Last column: Löwdin spin population.
CARTESIAN COORDINATES (ANGSTROEM)
C  0.884  -1.500  -0.034  0.54
H  -3.111  0.108  -0.620  0.00
C  1.998  0.680  -0.001  0.27
H  0.830  2.465  0.143  0.03
C  -0.292  -0.764  -0.361  0.09
C  -2.488  0.058  0.293  0.00
C  -0.393  0.719  -0.286  0.09
O  -1.563  1.165  0.247  0.02
O  -1.844  -1.145  0.417  0.02
H  2.957  -1.236  0.219  0.01
H  -3.110  0.217  1.183  0.00
C  2.011  -0.751  0.033  0.28
C  0.860  1.406  -0.057  0.54
H  2.943  1.186  0.141  0.01
O  -0.521  -0.053  -1.479  0.09
H  0.837  -2.555  0.162  0.03

2S+1 ... 3
Energy relative to the best compared isomer or geometry (same formula, charge and spin) ... 105.4 kJ/mol
Maximum force ... 6.69 eV/Å
Gap between HOMO and LUMO (alpha / beta) ... 7.31 / 6.45 eV
HOMO level (alpha / beta) ... -0.2352 / -0.3493 hartree

2.
Formula: C4H9INO
Source: the OMol25 dataset
Level of theory: the ωB97M-V functional and the def2-TZVPD basis

Last column: Löwdin spin population.
CARTESIAN COORDINATES (ANGSTROEM)
C  -3.312  0.828  -0.768  0.68
H  1.271  -1.575  -1.217  0.00
H  -0.441  0.867  -1.803  0.02
H  -0.757  0.864  1.552  0.00
C  -0.877  0.271  -0.881  0.65
H  1.887  0.037  -0.833  0.00
C  0.065  0.153  1.469  0.03
H  -0.533  -1.339  0.309  0.01
I  -5.070  0.103  0.161  0.13
H  1.116  0.566  1.419  0.00
C  1.277  -0.830  -0.422  0.01
O  -2.103  0.480  -0.421  0.34
H  1.841  -1.437  0.303  0.00
H  0.007  -0.589  2.261  0.00
H  -3.590  1.352  -1.665  0.03
N  -0.086  -0.462  0.092  0.08

2S+1 ... 3
Energy relative to the best compared isomer or geometry (same formula, charge and spin) ... 50.5 kJ/mol
Maximum force ... 4.23 eV/Å
Net charge ... +1
Gap between HOMO and LUMO (alpha / beta) ... 7.60 / 7.90 eV
HOMO level (alpha / beta) ... -0.3943 / -0.4792 hartree

3.
Formula: C23H64O9S6Si2
Source: the OMol25 dataset
Level of theory: the ωB97M-V functional and the def2-TZVPD basis

Last column: Mulliken charge in e.
CARTESIAN COORDINATES (ANGSTROEM)
H  -6.666  4.544  1.449  0.38
Si  0.758  -0.908  -2.056  0.45
H  -5.665  2.250  9.609  0.29
H  -5.202  0.535  3.900  0.25
O  0.659  -4.264  -3.741  -0.59
Si  2.183  0.734  -0.116  0.65
H  4.047  -5.320  -4.307  0.36
O  -3.569  1.767  3.004  -0.19
H  3.483  -4.443  -2.863  0.31
O  -4.328  3.314  -0.987  -0.64
C  -0.008  -10.461  -2.253  -0.94
C  0.060  2.786  1.860  -0.61
H  -4.859  1.452  10.985  0.31
C  1.209  2.320  -0.615  -0.21
H  11.123  2.049  -0.467  0.34
H  6.294  5.416  0.106  0.35
O  -4.541  -0.151  8.512  -0.56
H  -2.736  3.625  -6.819  0.22
H  -0.122  1.264  -3.837  0.17
C  -2.403  1.406  -4.137  -0.24
H  0.798  -5.503  -6.429  0.33
H  0.130  -9.974  -5.895  0.30
C  -4.019  0.636  3.864  -0.29
H  -2.073  3.578  1.638  0.13
O  4.113  3.788  1.015  -0.56
H  1.357  -6.645  -5.180  0.05
H  -1.772  0.505  2.612  0.24
H  -1.267  0.518  -1.471  -0.40
H  0.194  2.112  -1.191  0.04
H  0.279  4.261  0.136  0.30
H  4.733  2.275  -1.457  0.12
S  -5.721  -0.155  9.437  0.45
H  -5.022  5.186  1.202  0.28
H  0.593  -10.362  -1.346  0.31
H  -8.057  0.309  9.098  0.37
O  1.316  -8.554  -3.580  -0.55
H  -3.576  -0.391  3.503  0.28
C  -1.035  0.511  -3.846  -0.46
H  2.527  -5.921  -6.326  0.37
H  7.032  0.428  0.832  0.21
H  -1.543  1.944  3.810  0.18
H  2.832  -6.063  -3.221  0.20
H  -7.169  3.329  -1.384  0.33
H  -2.379  0.903  5.552  0.24
H  1.914  3.902  1.002  0.10
H  -6.217  5.289  -0.117  0.36
H  1.894  2.896  -1.405  0.37
H  -1.870  -1.077  -2.306  0.49
H  2.389  0.791  1.354  -0.23
S  5.444  3.218  0.623  0.35
O  8.253  2.223  -1.184  -0.65
C  0.933  3.379  0.605  -0.51
C  -6.878  2.594  -0.630  -1.07
C  -1.530  2.525  1.531  0.20
H  0.712  -2.310  -2.540  -0.22
H  3.496  0.682  -0.746  -0.22
H  -0.344  -11.496  -2.352  0.37
C  -0.279  -10.234  -4.916  -0.95
H  -1.740  2.008  0.500  -0.17
C  -7.193  0.185  8.441  -0.92
C  -1.059  -0.229  -2.368  0.13
O  1.229  -0.763  -0.370  -0.44
C  -3.566  0.875  5.451  -0.73
H  -7.647  2.524  0.143  0.36
H  -7.364  -0.663  7.774  0.31
C  3.188  -5.128  -3.661  -0.82
C  8.098  0.280  0.647  -0.86
H  1.726  -0.225  -2.948  -0.16
H  -3.911  -0.020  6.156  0.26
H  8.578  -0.072  1.563  0.38
H  0.082  3.629  2.705  0.33
S  1.867  -4.354  -4.624  0.54
H  -3.301  3.731  -5.021  0.23
H  -0.606  -11.276  -4.927  0.38
H  -6.755  1.618  -1.106  0.31
C  10.493  1.229  -0.113  -1.05
H  10.895  0.846  0.827  0.39
H  6.450  2.748  -1.510  0.40
H  -0.869  -9.791  -2.192  0.30
C  -5.726  1.423  10.321  -0.91
H  -2.392  2.427  -3.527  0.22
H  -1.123  -9.578  -4.690  0.31
S  -5.304  3.069  0.124  0.71
H  5.170  3.993  -1.644  0.34
C  -2.474  3.264  -5.720  -0.52
H  6.779  4.865  1.731  0.31
C  6.652  4.563  0.689  -0.97
H  -0.884  -0.350  -4.658  0.26
H  0.497  1.823  2.362  0.21
C  5.454  3.047  -1.177  -0.69
H  7.609  4.214  0.294  0.33
H  -6.639  1.506  10.915  0.36
C  1.616  -5.749  -5.748  -0.72
S  8.821  1.864  0.156  0.56
H  -3.318  0.721  -3.841  0.17
H  -7.040  1.089  7.846  0.29
C  -2.112  1.625  2.813  -0.51
H  -4.041  1.899  5.808  0.18
H  -1.433  3.688  -5.386  0.24
C  -5.864  4.682  0.721  -1.04
S  1.020  -10.021  -3.675  0.44
O  -2.469  1.786  -5.585  -0.37
H  10.476  0.437  -0.865  0.31
H  8.229  -0.454  -0.152  0.34

Maximum force ... 3.42 eV/Å
Gap between HOMO and LUMO ... 8.79 eV
HOMO level ... -0.3074 hartree

4.
Formula: C3H4O2S
Source: the OMol25 dataset
Level of theory: the ωB97M-V functional and the def2-TZVPD basis

Last column: Mulliken charge in e.
CARTESIAN COORDINATES (ANGSTROEM)
C  -1.622  -0.135  1.086  -0.54
C  -2.410  0.714  0.739  0.10
H  0.815  1.235  -1.667  0.31
H  1.607  -0.320  -2.169  0.30
O  -0.306  -2.514  0.812  -0.47
H  2.597  0.969  -1.006  0.34
O  0.818  -0.847  2.118  -0.44
H  -3.165  1.394  0.534  0.45
C  1.709  0.594  -1.447  -0.91
S  -0.043  -1.089  1.001  0.86

Energy relative to the best compared isomer or geometry (same formula, charge and spin) ... 675.3 kJ/mol
Maximum force ... 4.18 eV/Å
Gap between HOMO and LUMO (alpha / beta) ... 9.66 / 6.79 eV
HOMO level (alpha / beta) ... -0.3733 / -0.3478 hartree

5.
Formula: C4H8O3P
Source: the OMol25 dataset
Level of theory: the ωB97M-V functional and the def2-TZVPD basis

Last column: Mulliken charge in e.
CARTESIAN COORDINATES (ANGSTROEM)
H  -1.396  1.286  -1.488  0.21
P  -0.128  -0.755  1.169  0.85
O  0.366  -1.568  0.062  -0.69
H  2.272  -0.056  -2.018  0.33
H  -1.800  -0.005  -2.695  0.39
C  1.265  0.218  -2.294  -0.05
O  0.085  -1.559  2.670  -0.59
C  -1.299  0.233  -1.820  -0.84
C  0.109  0.197  -1.978  -0.27
H  -0.773  -1.318  3.079  0.28
C  0.893  0.850  1.331  -0.76
H  0.779  1.380  0.296  0.17
H  -1.361  -0.579  -1.051  0.23
H  0.608  1.546  2.211  0.26
O  -1.570  -0.385  1.142  -0.78
H  1.950  0.516  1.384  0.25

Energy relative to the best compared isomer or geometry (same formula, charge and spin) ... 119.2 kJ/mol
Maximum force ... 2.87 eV/Å
Net charge ... -1
Gap between HOMO and LUMO ... 9.19 eV
HOMO level ... -0.1897 hartree

6.
Formula: C6H15BO2P
Source: the OMol25 dataset
Level of theory: the ωB97M-V functional and the def2-TZVPD basis

Last column: Mulliken charge in e.
CARTESIAN COORDINATES (ANGSTROEM)
C  -2.904  -0.774  0.869  -0.48
H  1.955  -1.929  -1.697  0.36
H  0.770  -2.380  -0.502  0.32
H  -3.553  1.102  -0.181  0.17
H  3.357  -0.834  0.158  0.26
H  -1.417  1.180  0.161  -0.33
B  -1.193  0.071  -0.294  1.21
H  0.657  2.522  0.900  0.26
H  -3.294  -0.200  1.729  0.24
H  2.036  -1.159  1.316  0.22
H  1.757  1.173  1.367  0.18
C  1.473  -1.581  -0.773  -0.52
H  2.384  2.760  0.782  0.37
H  2.593  1.300  -1.179  0.39
P  0.531  -0.006  -1.161  -0.39
O  -2.289  -0.172  -1.277  -0.78
H  -3.392  -1.759  0.857  0.28
C  1.581  1.502  -0.800  -0.72
H  -4.352  -0.286  -0.835  0.31
H  1.170  2.310  -1.418  0.37
C  2.503  -1.485  0.382  -1.08
C  1.589  1.998  0.674  -0.98
C  -3.380  0.039  -0.429  -0.45
H  2.925  -2.491  0.558  0.38
O  -1.509  -0.901  0.791  -0.59

Maximum force ... 1.73 eV/Å
Net charge ... -1
Gap between HOMO and LUMO ... 6.74 eV
HOMO level ... -0.1078 hartree